No. 1
{
  "formula": "C8H8N4O4",
  "method": "ωB97M-V/def2-TZVPD",
  "gap_ev": 9.41,
  "e_tot_ha": -829.62071,
  "de_lowest_ev": 3.801,
  "homo_energy_ha": -0.349,
  "smiles": "O=c1cc[nH]c(=O)[nH]1.O=c1cc[nH]c(=O)[nH]1",
  "lumo_ha": -0.0038,
  "elements": ["C", "C", "C", "C", "C", "C", "C", "C", "H", "H", "H", "H", "H", "H", "H", "H", "N", "N", "N", "N", "O", "O", "O", "O"],
  "positions_angstrom": [[0.9575, -0.0353, -3.2432], [0.5824, -2.4264, -2.4393], [0.3893, -1.5083, -3.3555], [2.2709, -1.0168, -1.4687], [-1.6771, -0.3565, 2.5531], [-2.7576, 1.3271, 1.3658], [-2.9289, 0.0941, 2.0049], [-0.7004, 1.8962, 2.5163], [2.6542, 0.8859, -2.3971], [-0.4799, -1.6301, -4.1197], [0.1101, -3.2879, -2.3516], [1.9217, -2.9711, -0.8887], [0.2324, 0.2617, 3.0857], [-3.7013, -0.6113, 1.8472], [-3.4544, 1.6230, 0.4680], [-1.9301, 3.1812, 1.3498], [2.0381, 0.0473, -2.4298], [1.6341, -2.2132, -1.5982], [-0.6412, 0.6644, 2.8532], [-1.8587, 2.2779, 1.7845], [0.3753, 0.9871, -3.6704], [3.1722, -0.9757, -0.5295], [-1.3826, -1.5073, 3.0719], [0.2880, 2.6545, 2.5201]],
  "forces_ev_per_angstrom": [[-3.283, 0.449, -0.904], [3.020, 3.433, -0.543], [-2.896, 3.042, -2.930], [5.002, 0.523, 3.038], [2.021, -3.339, 5.170], [-2.526, -0.303, -0.394], [2.735, 2.017, -1.469], [2.602, 5.310, -3.142], [-1.003, -0.926, 0.328], [1.763, 0.403, 1.531], [-2.147, -3.819, 0.181], [-0.550, 2.153, -1.476], [0.862, -0.213, 0.506], [-0.492, -0.378, -0.520], [1.239, -0.253, 2.195], [0.672, 0.113, 0.103], [1.577, -1.857, 2.197], [0.293, -1.435, 2.222], [-3.076, -4.752, -0.171], [-0.723, -1.653, -0.220], [1.706, -2.868, 0.347], [-3.508, 0.906, -3.947], [-1.375, 4.090, -2.865], [-1.913, -0.642, 0.766]],
  "nbo_charge": [0.651, 0.031, -0.356, 0.769, 0.620, 0.127, -0.430, 0.766, 0.453, 0.242, 0.211, 0.448, 0.442, 0.254, 0.230, 0.434, -0.636, -0.595, -0.612, -0.598, -0.582, -0.636, -0.608, -0.625]
}


No. 2
{
  "formula": "C8H8N5",
  "method": "ωB97M-V/def2-TZVPD",
  "gap_ev": [6.60, 6.60],
  "e_tot_ha": -583.01708,
  "de_lowest_ev": 2.203,
  "homo_energy_ha": [-0.417, -0.417],
  "smiles": "c1cnc2nccnc(c1)[nH]c[nH+]2",
  "total_charge": 1,
  "lumo_ha": [-0.1745, -0.1745],
  "elements": ["C", "C", "C", "C", "C", "C", "C", "C", "N", "N", "N", "N", "N", "H", "H", "H", "H", "H", "H", "H", "H"],
  "positions_angstrom": [[1.3196, -1.7235, -0.6334], [0.6739, -1.7561, 0.5331], [1.2314, -0.6861, -1.5861], [0.7937, 1.6352, 1.7555], [0.5476, 2.5779, 0.8250], [-2.2533, 0.1731, -0.4133], [-0.0459, -0.5066, 0.9396], [-0.3474, 1.2478, -1.0451], [0.6061, 0.3222, 1.5454], [0.3994, 0.2839, -1.5984], [-0.1098, 2.2262, -0.2971], [-1.5827, -0.4403, 0.5768], [-1.7444, 0.9596, -1.2953], [2.0261, -2.5447, -0.7819], [0.3454, -2.6851, 0.9722], [1.9635, -0.7414, -2.4415], [1.2485, 1.8873, 2.7178], [0.4718, 3.6638, 1.0100], [-3.3137, 0.1337, -0.3634], [-2.1094, -1.0237, 1.1547], [-2.2978, 1.3831, -2.0082]],
  "forces_ev_per_angstrom": [[1.009, -1.886, 1.724], [-2.345, 0.539, -0.813], [0.629, 2.192, -1.743], [0.263, 1.715, 1.599], [-0.666, 0.381, 0.241], [0.252, -0.593, 2.173], [-1.046, -0.978, -0.116], [1.114, -0.487, 0.087], [0.889, -0.293, -0.550], [1.181, 0.104, -0.013], [-1.394, -0.377, -1.317], [1.498, 1.397, -2.017], [0.693, 0.243, -0.315], [-0.527, 0.076, -0.667], [0.974, -0.240, 0.781], [-0.966, -0.026, 0.638], [-0.252, 0.029, -0.398], [1.021, -0.769, 0.175], [-0.852, -0.518, -0.144], [-1.106, -0.940, 0.991], [-0.369, 0.433, -0.315]],
  "nbo_charge": [-0.274, -0.120, 0.199, -0.115, -0.020, 0.407, 0.430, 0.572, -0.354, -0.438, -0.479, -0.608, -0.525, 0.254, 0.248, 0.222, 0.243, 0.248, 0.233, 0.425, 0.451]
}


No. 3
{
  "formula": "C8H8NO4S",
  "method": "ωB97M-V/def2-TZVPD",
  "gap_ev": 8.45,
  "e_tot_ha": -1063.48131,
  "de_lowest_ev": 3.157,
  "homo_energy_ha": -0.189,
  "total_charge": -1,
  "lumo_ha": 0.1210,
  "elements": ["C", "C", "C", "C", "C", "C", "C", "C", "N", "O", "O", "O", "O", "S", "H", "H", "H", "H", "H", "H", "H", "H"],
  "positions_angstrom": [[1.7360, 2.1353, 0.2817], [2.5439, 1.0397, 0.6128], [0.4138, 1.8692, -0.0994], [2.0096, -0.2343, 0.8066], [-0.0489, 0.5976, 0.0626], [0.6795, -0.4955, 0.5612], [-2.7599, 1.7312, 0.1290], [-2.1467, 0.4949, -0.4790], [-2.1592, -2.1296, -0.1623], [-3.4711, 1.3598, 1.1205], [-2.5034, 2.8778, -0.2144], [-4.3324, -0.7262, -0.4286], [0.2011, -1.7175, 0.7387], [-3.2003, -0.6026, 0.4842], [2.0182, 3.1013, -0.0272], [3.5912, 1.0094, 0.5794], [-0.0468, 2.6800, -0.5890], [2.6041, -0.9426, 1.2097], [-1.8012, 0.5310, -1.5311], [-2.7269, -2.1782, -0.9904], [-2.4272, -2.8425, 0.4839], [-0.5958, -1.9707, 0.0833]],
  "forces_ev_per_angstrom": [[-0.166, -1.875, -0.973], [-1.368, 0.116, -0.090], [1.583, -0.786, 0.879], [-1.312, 2.818, -0.726], [-4.406, -0.455, -0.420], [-0.776, 0.850, -0.681], [1.064, 1.004, 0.086], [4.208, 1.202, 1.185], [-0.291, 1.244, -0.007], [-0.748, -0.053, 0.125], [-0.053, 0.175, -0.439], [-1.547, -0.339, -0.225], [-0.481, -1.071, -0.665], [2.446, -1.018, -0.788], [1.209, 0.978, 0.159], [1.483, 0.848, 0.497], [-1.420, 0.478, -0.174], [1.883, -2.544, 0.881], [-1.186, -0.864, 0.496], [-0.041, -0.786, -0.565], [-0.375, -0.813, 0.188], [0.292, 0.889, 1.257]],
  "nbo_charge": [-0.265, -0.207, -0.241, -0.285, 0.019, 0.272, 0.708, -0.518, -1.110, -0.721, -0.694, -1.003, -0.738, 1.464, 0.199, 0.194, 0.242, 0.199, 0.250, 0.369, 0.353, 0.514]
}


No. 4
{
  "formula": "C8H8NO6V",
  "method": "ωB97M-V/def2-TZVPD",
  "multiplicity": 4,
  "gap_ev": [6.29, 6.40],
  "e_tot_ha": -1759.43658,
  "de_lowest_ev": 0.134,
  "homo_energy_ha": [-0.447, -0.444],
  "total_charge": 1,
  "s2": 3.86,
  "lumo_ha": [-0.2161, -0.2084],
  "elements": ["O", "C", "V", "C", "O", "C", "O", "C", "O", "C", "O", "H", "C", "N", "C", "C", "O", "H", "H", "H", "H", "H", "H", "H"],
  "positions_angstrom": [[-1.3011, 2.2394, -3.7009], [-0.9013, 1.5751, -2.7624], [-2.0746, 0.9887, -1.1832], [-1.5406, 1.9062, 0.3658], [-1.2213, 2.4500, 1.3511], [-1.1074, -0.6368, -1.7733], [-0.6528, -1.6687, -2.0758], [0.5388, 0.9727, -2.7262], [1.4429, 1.5664, -2.1809], [-3.7430, 1.4331, -1.9148], [-4.7840, 1.7262, -2.3601], [0.6361, 0.0169, -3.3187], [2.3760, -0.4310, 1.4495], [1.0979, -1.0357, 1.7662], [0.9910, -1.8994, 2.9330], [0.0359, -0.7565, 0.9972], [0.1423, -0.0120, -0.0073], [3.1074, -0.8228, 2.1563], [2.3252, 0.6601, 1.5434], [2.6774, -0.6790, 0.4264], [1.1997, -1.3461, 3.8600], [-0.0302, -2.2966, 2.9710], [1.7056, -2.7309, 2.8646], [-0.9198, -1.2194, 1.3193]],
  "forces_ev_per_angstrom": [[0.572, -0.991, 1.354], [-0.150, 1.096, -1.170], [2.651, -2.346, -0.771], [1.524, 5.499, 7.485], [-1.107, -2.569, -4.204], [1.225, -7.341, -1.973], [-1.681, 4.084, 1.156], [1.232, 1.560, -0.611], [-1.143, -1.110, -0.570], [-7.152, 2.395, -2.871], [4.222, -1.285, 1.710], [0.316, 0.606, 0.416], [0.504, 0.213, -0.116], [-1.533, 0.202, -0.739], [-0.180, -0.233, 0.286], [1.198, -0.387, 1.005], [-0.849, 0.363, 0.075], [-0.007, 0.100, -0.150], [-0.001, -0.230, -0.031], [-0.049, 0.057, 0.206], [-0.087, -0.061, -0.338], [0.308, 0.003, 0.127], [-0.247, 0.225, -0.092], [0.432, 0.150, -0.183]],
  "nbo_charge": [-0.449, 0.270, 0.473, 0.524, -0.333, 0.516, -0.385, 0.300, -0.441, 0.519, -0.325, 0.154, -0.428, -0.349, -0.409, 0.528, -0.682, 0.228, 0.231, 0.236, 0.225, 0.216, 0.228, 0.155]
}


No. 5
{
  "formula": "C8H8NOPS",
  "method": "ωB97M-V/def2-TZVPD",
  "gap_ev": 7.80,
  "e_tot_ha": -1179.10066,
  "de_lowest_ev": 1.452,
  "homo_energy_ha": -0.314,
  "lumo_ha": -0.0271,
  "elements": ["C", "C", "C", "C", "C", "C", "C", "C", "N", "O", "P", "S", "H", "H", "H", "H", "H", "H", "H", "H"],
  "positions_angstrom": [[-0.0647, 3.0748, 0.6917], [0.6329, 3.0438, 1.9250], [-0.2831, 1.8118, 0.1115], [1.0280, 1.9570, 2.6250], [0.0937, 0.5980, 0.8759], [0.7450, 0.7078, 2.0951], [0.2916, -1.6773, 1.2349], [-2.6930, -3.6451, -2.6879], [-0.2079, -0.6939, 0.5110], [-2.1728, -1.6066, -1.3203], [-1.4087, -2.7380, -1.8124], [1.1484, -0.9587, 2.6252], [-0.0753, 4.0403, 0.2408], [1.1359, 3.9514, 2.2853], [-0.9709, 1.5124, -0.6605], [1.3601, 2.0967, 3.6837], [-2.8734, -3.0307, -3.6340], [-3.5222, -3.6458, -2.0003], [-2.3908, -4.5713, -3.0828], [-0.9962, -0.7609, -0.1383]],
  "forces_ev_per_angstrom": [[1.776, -2.414, 0.542], [0.870, 2.163, -0.606], [-0.503, -1.898, 2.354], [-0.370, -0.943, 1.765], [-0.375, 3.903, -0.279], [0.452, -1.471, -0.200], [0.136, -0.867, 1.050], [0.211, 1.469, -1.447], [-0.044, 0.992, 0.160], [-0.974, 2.308, 1.156], [1.336, -1.700, -0.898], [-0.947, 0.603, -1.486], [-0.820, 0.259, -0.673], [-0.984, 0.146, -0.070], [0.105, 0.820, -0.901], [0.281, -0.299, -1.263], [-0.207, -0.401, 1.314], [-0.641, -0.208, -0.194], [0.242, -1.557, -0.044], [0.457, -0.907, -0.280]],
  "nbo_charge": [-0.222, -0.213, -0.210, -0.218, 0.103, -0.194, -0.120, -1.078, -0.594, -1.035, 1.379, 0.313, 0.227, 0.210, 0.216, 0.228, 0.259, 0.262, 0.236, 0.451]
}